Record 1
Computed, not measured: an isolated molecule of C4H12N3OPS at a distorted geometry, with wB97M-V/def2-TZVPD.

```
22
C4H12N3OPS | OMol25 | wB97M-V/def2-TZVPD
C 1.8910 1.9608 0.5075
S 0.4745 1.4775 1.4792
N -0.1459 0.1525 0.7328
C 0.4839 -1.0632 1.0858
C 0.0697 -2.2919 0.3428
C 1.3887 -1.6475 0.0384
P -1.7170 0.1602 -0.1206
N -1.1168 -0.2558 -1.7824
N -2.0313 1.7539 -0.0943
O -2.8250 -0.6297 0.3954
H 2.7832 1.5372 1.1089
H 1.8934 3.0487 0.7184
H 2.0443 1.6650 -0.5170
H 0.6598 -1.2173 2.1146
H -0.6133 -2.1304 -0.3935
H -0.0791 -3.2438 0.7436
H 2.3424 -2.0597 0.1851
H 1.2653 -1.1552 -0.8697
H -0.8260 0.5048 -2.3499
H -1.8927 -0.8038 -2.2298
H -2.7865 1.9109 -0.7359
H -1.2627 2.3268 -0.3594
```

The calculated total energy is -30984.436 eV. For the energy relative to the best compared isomer or geometry (same formula, charge and spin), the calculation gives 0.411 eV. The LUMO energy comes out at 0.0210 Eh. Its SMILES is CSN(C1CC1)P(N)(N)=O. Its HOMO-LUMO gap is 9.10 eV. The HOMO energy is -8.523 eV.

=====

Record 2
Computed, not measured: a cluster of 3 separate species, C21H25N6O4 in total at a distorted geometry, with wB97M-V/def2-TZVPD.

```
56
C21H25N6O4 | OMol25 | wB97M-V/def2-TZVPD
N 4.8647 -1.4814 -0.0337
N 3.8970 -0.5257 -0.2999
C 3.6754 -0.3041 -1.7798
N 4.4725 -1.0226 -2.8753
N 2.7170 0.5928 -2.1886
C 1.7886 1.3899 -1.2995
C 0.1768 1.1971 -1.7018
C -0.2565 -0.3908 -1.7488
C -1.3096 -0.9948 -0.6316
C -1.7177 -2.5913 -0.6487
C -1.0978 -3.6682 -1.7587
C -0.0740 -3.0798 -2.9020
C 0.3102 -1.4865 -2.8704
H 5.8306 -1.0792 -0.0886
H 4.6985 -1.9610 0.8853
H 3.0014 -0.8665 0.1140
H 4.6809 -2.0112 -2.6129
H 3.9313 -1.0807 -3.7667
H 2.5739 0.7076 -3.2372
H 1.8520 1.1369 -0.1579
H 2.0194 2.5287 -1.4627
H -0.4127 1.6705 -0.7798
H -0.1363 1.8185 -2.6439
H -1.7941 -0.3232 0.1954
H -2.4775 -3.0182 0.1507
H -1.3546 -4.8206 -1.7663
H 0.4412 -3.7399 -3.7525
H 1.0699 -1.0258 -3.6677
C 4.8040 1.7688 2.2760
C 4.8436 3.1284 2.5892
C 3.9774 3.6505 3.5517
C 3.0745 2.7971 4.2008
C 3.0272 1.4333 3.8829
C 3.8965 0.9233 2.9165
N 2.1789 3.3351 5.2318
O 2.2378 4.5504 5.4711
O 1.4184 2.5430 5.8066
H 5.4852 1.3654 1.5288
H 5.5526 3.7814 2.0846
H 4.0208 4.7122 3.7845
H 2.3281 0.7606 4.3753
H 3.8697 -0.1346 2.6648
C -7.9141 0.1068 -1.5771
C -8.2129 -1.0687 -0.8863
C -7.2370 -1.6871 -0.1024
C -5.9606 -1.1146 -0.0134
C -5.6556 0.0612 -0.7119
C -6.6391 0.6690 -1.4949
N -4.9379 -1.7460 0.8292
O -5.2407 -2.7955 1.4163
O -3.8323 -1.1917 0.9087
H -8.6801 0.5884 -2.1825
H -9.2085 -1.5016 -0.9565
H -7.4856 -2.6027 0.4298
H -4.6677 0.5135 -0.6557
H -6.4131 1.5836 -2.0386
```

The calculated total energy is -39290.953 eV. The LUMO energy comes out at -0.1300 Eh. Its HOMO-LUMO gap is 7.65 eV. The charge is +1. The HOMO energy is -11.188 eV.

=====

Record 3
Computed, not measured: an isolated molecule of C3H7FOS at a distorted geometry, with wB97M-V/def2-TZVPD.

```
13
C3H7FOS | OMol25 | wB97M-V/def2-TZVPD
O -1.5972 1.7411 -0.2215
C -0.4118 1.1436 0.1908
C -0.0429 -0.1405 -0.4314
S -1.4037 -1.3063 -0.0627
C 1.3057 -0.7245 0.0548
F 2.1969 0.3018 -0.1639
H -2.2433 1.0828 0.0990
H -0.4318 0.9661 1.2587
H 0.4419 1.8305 0.1191
H 0.0187 0.0580 -1.5039
H -0.7237 -2.4712 0.0460
H 1.6392 -1.5322 -0.5537
H 1.2520 -0.9493 1.1687
```

The calculated total energy is -18823.924 eV. For the energy relative to the best compared isomer or geometry (same formula, charge and spin), the calculation gives 0.878 eV. The LUMO energy comes out at 0.0238 Eh. Its SMILES is OC[C@H](S)CF. Its HOMO-LUMO gap is 10.27 eV. The HOMO energy is -9.621 eV.

=====

Record 4
Computed, not measured: a cluster of 16 separate species, C39H71Br30NO2 in total at a distorted geometry, with wB97M-V/def2-TZVPD.

```
143
C39H71Br30NO2 | OMol25 | wB97M-V/def2-TZVPD
C 3.2857 4.8498 4.3568
C 3.8119 6.2635 4.3234
C 5.0040 6.5134 3.6658
C 5.5015 7.7856 3.5882
C 4.8646 8.8470 4.1855
C 3.6804 8.6330 4.8499
C 3.1785 7.3491 4.8997
C 1.8380 7.1181 5.5973
O 0.8465 6.6841 4.6151
C 0.8399 7.4702 3.4885
N 1.3740 7.0246 2.3024
O 0.3473 8.5870 3.5538
H 3.6109 4.2547 3.4988
H 3.6886 4.3381 5.2556
H 2.1987 4.7981 4.4443
H 5.5292 5.6968 3.1773
H 6.4195 8.0144 3.0529
H 5.2428 9.8629 4.1346
H 3.0994 9.4101 5.3270
H 1.4458 8.0632 5.9906
H 1.9103 6.3497 6.3676
H 0.8479 7.3411 1.5032
H 1.5658 6.0314 2.2837
Br -0.8007 4.2540 -0.1912
C -1.9686 3.7235 1.2764
C -2.6557 4.9112 1.8925
Br -1.4356 5.9118 3.0309
H -1.3545 3.1721 1.9804
H -2.6933 3.0507 0.8300
H -3.4621 4.5858 2.5472
H -3.0484 5.6059 1.1560
Br -2.5954 0.3399 1.2213
C -3.2511 0.4830 -0.6110
C -2.6379 -0.5670 -1.4948
Br -0.8011 -0.1064 -1.9588
H -3.0432 1.4969 -0.9435
H -4.3283 0.3423 -0.5405
H -3.1686 -0.6260 -2.4432
H -2.6136 -1.5514 -1.0371
Br -2.2593 -4.4506 -1.7775
C -0.5185 -4.8201 -0.9854
C 0.5825 -4.0974 -1.7138
Br 1.0104 -4.9650 -3.4006
H -0.3936 -5.8985 -0.9862
H -0.5915 -4.4663 0.0417
H 1.5049 -4.1283 -1.1354
H 0.3344 -3.0648 -1.9425
Br -5.2481 -4.2627 -3.8060
C -6.4169 -4.8202 -2.3555
C -7.1008 -3.6430 -1.7159
Br -5.8857 -2.6657 -0.5475
H -5.8082 -5.3899 -1.6593
H -7.1491 -5.4800 -2.8178
H -7.9105 -3.9762 -1.0697
H -7.4872 -2.9316 -2.4390
Br -7.1238 -2.7317 5.2769
C -5.8309 -1.4960 4.5075
C -5.5345 -1.8283 3.0699
Br -4.3567 -3.3689 2.9183
H -4.9497 -1.5270 5.1403
H -6.2957 -0.5147 4.5829
H -4.9951 -1.0101 2.5940
H -6.4255 -2.0557 2.4926
Br 4.0105 8.5995 7.7183
C 5.4767 9.2448 8.8270
C 5.6137 10.7408 8.7381
Br 6.4459 11.2836 7.0643
H 6.3686 8.7147 8.5082
H 5.2242 8.9467 9.8432
H 6.2756 11.1099 9.5191
H 4.6610 11.2574 8.7987
Br -2.6820 4.9396 -5.8343
C -1.9049 4.3015 -4.1663
C -2.7056 3.1705 -3.5823
Br -4.3406 3.8155 -2.7387
H -1.8326 5.1579 -3.5031
H -0.9044 3.9622 -4.4279
H -2.1443 2.6821 -2.7868
H -3.0019 2.4319 -4.3210
Br -2.6602 7.2353 -11.9987
C -1.9062 6.5863 -10.3255
C -2.7239 5.4620 -9.7489
Br -4.3566 6.1183 -8.9180
H -1.8319 7.4405 -9.6601
H -0.9070 6.2381 -10.5799
H -2.1767 4.9655 -8.9490
H -3.0208 4.7282 -10.4916
Br -7.0579 -5.8501 -7.8279
C -5.3473 -6.5526 -8.4388
C -4.2687 -6.2960 -7.4221
Br -3.6877 -4.4411 -7.4525
H -5.1419 -6.1010 -9.4041
H -5.5048 -7.6218 -8.5680
H -3.3778 -6.8777 -7.6509
H -4.5876 -6.5103 -6.4060
Br 4.4523 1.3308 5.8034
C 3.1718 0.6582 7.1072
C 2.4012 1.7814 7.7474
Br 3.4748 2.7153 9.0757
H 3.7296 0.0594 7.8197
H 2.5054 0.0110 6.5409
H 1.5454 1.3911 8.2954
H 2.0634 2.5265 7.0331
Br 2.6356 -3.0819 6.5541
C 1.3558 -3.7516 7.8592
C 0.5867 -2.6289 8.5028
Br 1.6643 -1.6977 9.8310
H 1.9145 -4.3489 8.5725
H 0.6864 -4.3978 7.2947
H -0.2685 -3.0180 9.0517
H 0.2471 -1.8834 7.7905
Br 4.1762 -6.3590 -1.1379
C 5.6847 -6.0268 -2.3198
C 5.2313 -5.5231 -3.6635
Br 4.5099 -6.9599 -4.7590
H 6.2480 -6.9521 -2.3777
H 6.2832 -5.2720 -1.8126
H 6.0749 -5.1324 -4.2258
H 4.4591 -4.7617 -3.5952
Br 5.8105 -4.2862 -6.9158
C 7.4738 -3.2793 -7.0106
C 8.6707 -4.1739 -6.8283
Br 8.9161 -4.6712 -4.9614
H 7.4120 -2.4941 -6.2636
H 7.4810 -2.8326 -8.0030
H 9.5835 -3.6502 -7.1055
H 8.5987 -5.0977 -7.3937
Br 4.4215 -9.9307 0.5137
C 6.2140 -10.4368 1.0817
C 7.0630 -9.2355 1.4015
Br 7.6926 -8.3497 -0.2117
H 6.6322 -11.0541 0.2929
H 6.0655 -11.0424 1.9736
H 7.9660 -9.5384 1.9279
H 6.5366 -8.4885 1.9877
Br -13.2963 -6.0486 -6.2596
C -11.5824 -6.7343 -6.8766
C -10.4908 -6.4788 -5.8726
Br -9.9138 -4.6208 -5.9020
H -11.3869 -6.2758 -7.8408
H -11.7346 -7.8037 -7.0089
H -9.6020 -7.0567 -6.1219
H -10.7912 -6.7006 -4.8533
```

The calculated total energy is -2148456.702 eV. The LUMO energy comes out at -0.0051 Eh. Its HOMO-LUMO gap is 8.58 eV. The HOMO energy is -8.717 eV.